DFT (ωB97M-V/def2-TZVPD) results for an isolated molecule of C18H16ClN3O3.

Each line ends with the Löwdin charge.
Positions of all 41 atoms, in Å:
C: 1.984 -0.915 -5.319  -0.12
H: 1.190 -0.676 -6.037  0.09
O: 1.466 -1.096 -4.027  -0.20
C: 0.520 -2.141 -3.950  -0.22
C: 0.058 -2.260 -2.500  -0.14
N: -0.604 -1.051 -2.077  0.08
C: -1.839 -1.043 -1.537  -0.47
O: -2.542 -2.026 -1.433  0.09
C: -2.310 0.325 -1.125  -0.07
C: -3.306 0.936 -1.874  -0.01
C: -3.794 2.182 -1.521  -0.06
C: -3.296 2.832 -0.402  -0.07
C: -2.318 2.231 0.364  -0.01
C: -1.817 0.976 0.011  -0.09
C: -0.812 0.387 0.871  -0.26
N: -0.305 0.939 1.938  0.21
C: 0.581 0.003 2.390  -0.30
N: 0.613 -1.061 1.627  0.10
O: -0.287 -0.825 0.641  0.04
C: 1.376 0.222 3.583  -0.17
C: 1.186 1.413 4.287  -0.02
C: 1.910 1.684 5.429  -0.08
C: 2.841 0.765 5.890  -0.08
C: 3.043 -0.420 5.207  -0.11
C: 2.317 -0.695 4.057  -0.60
Cl: 2.601 -2.177 3.235  0.74
H: 3.764 -1.142 5.557  0.10
H: 3.409 0.969 6.786  0.11
H: 1.750 2.609 5.962  0.10
H: 0.457 2.112 3.908  0.11
H: -1.925 2.708 1.248  0.11
H: -3.677 3.802 -0.123  0.11
H: -4.565 2.646 -2.118  0.11
H: -3.698 0.420 -2.738  0.12
H: -0.065 -0.203 -2.149  0.15
H: 0.927 -2.445 -1.860  0.13
H: -0.658 -3.077 -2.392  0.13
H: 0.971 -3.090 -4.278  0.13
H: -0.338 -1.921 -4.605  0.13
H: 2.684 -0.084 -5.260  0.09
H: 2.511 -1.813 -5.665  0.09

Atoms 1-3, force components in eV/Å:
C 0.0 0.0 -0.1
H 0.0 0.0 0.0
O -0.1 0.0 0.3

Calculated values
Orbital gap = 0.3345 Eh
Total energy = -42060.247 eV
Structure (SMILES) = COCCNC(=O)c1ccccc1-c1nc(-c2ccccc2Cl)no1
Relative energy (zero: lowest compared OMol25 entry of this formula, charge and spin) = 51.07 kcal per mole